# 1
Computed, not measured: 2 unconnected molecules or ions with the total composition C3H7ClNO3P, with wB97M-V/def2-TZVPD.

Computed properties:
HOMO-LUMO gap	6.0	eV
E_LUMO	6.059	eV
strongest force on any atom	4.92	eV/Å
energy relative to the best compared isomer or geometry (same formula, charge and spin)	4.143	eV

The geometry in ORCA input format:
```
! wB97M-V def2-TZVPD RIJCOSX def2/J DEFGRID3
* xyz -2 1
C 1.162 -1.188 -0.845
C -1.359 -0.805 -0.777
C -0.043 0.185 1.251
N -0.131 -1.299 -0.145
O 0.883 2.425 2.063
O -1.064 2.558 0.232
O 1.304 1.872 -0.419
P 0.308 2.039 0.671
Cl -1.386 0.029 2.209
H 1.299 -0.225 -1.302
H 1.865 -1.287 -0.053
H 1.365 -2.094 -1.674
H -2.189 -1.139 -0.248
H -1.343 0.386 -0.969
H -1.538 -1.187 -1.782
H 0.865 -0.270 1.789
*
```

# 2
Computed, not measured: a single C3H7ClNOPS molecule, with wB97M-V/def2-TZVPD.

Computed properties:
HOMO-LUMO gap (spin up / spin down)	8.5 / 6.5	eV
E_LUMO (spin up / spin down)	0.693 / -2.667	eV
strongest force on any atom	4.18	eV/Å
<S²>	2.0120
energy relative to the best compared isomer or geometry (same formula, charge and spin)	0.123	eV

The geometry in ORCA input format:
```
! wB97M-V def2-TZVPD RIJCOSX def2/J DEFGRID3
* xyz 0 3
C -0.862 -0.022 0.165
C 0.733 0.378 0.606
C 0.981 -0.236 2.007
N -1.202 0.415 -1.169
O 1.625 0.121 -0.319
P -0.155 -0.040 -2.418
S -0.401 0.881 -4.103
Cl -0.425 -2.072 -2.570
H -1.069 -1.161 -0.001
H -1.349 0.256 1.047
H 0.504 1.412 0.942
H 0.257 -0.140 2.763
H 1.807 0.130 2.541
H 1.087 -1.274 1.903
H -1.530 1.353 -1.393
*
```

# 3
Computed, not measured: a single C3H7ClO molecule, with wB97M-V/def2-TZVPD.

Computed properties:
HOMO-LUMO gap	11.2	eV
E_LUMO	0.847	eV
structure (SMILES)	C[C@@H](Cl)CO
strongest force on any atom	2.26	eV/Å
energy relative to the best compared isomer or geometry (same formula, charge and spin)	0.000	eV

The geometry in ORCA input format:
```
! wB97M-V def2-TZVPD RIJCOSX def2/J DEFGRID3
* xyz 0 1
C -0.669 1.633 -0.401
C -0.237 0.523 0.524
Cl -1.116 -0.930 -0.065
C 1.228 0.039 0.594
O 1.902 -0.339 -0.586
H -0.504 1.394 -1.447
H -0.109 2.560 -0.069
H -1.738 1.707 -0.130
H -0.438 0.712 1.575
H 1.262 -0.722 1.451
H 1.761 0.963 0.902
H 1.586 -1.263 -0.795
*
```

Copy entry 2 word for word.
Computed, not measured: a single C3H7ClNOPS molecule, with wB97M-V/def2-TZVPD.

Computed properties:
HOMO-LUMO gap (spin up / spin down)	8.5 / 6.5	eV
E_LUMO (spin up / spin down)	0.693 / -2.667	eV
strongest force on any atom	4.18	eV/Å
<S²>	2.0120
energy relative to the best compared isomer or geometry (same formula, charge and spin)	0.123	eV

The geometry in ORCA input format:
```
! wB97M-V def2-TZVPD RIJCOSX def2/J DEFGRID3
* xyz 0 3
C -0.862 -0.022 0.165
C 0.733 0.378 0.606
C 0.981 -0.236 2.007
N -1.202 0.415 -1.169
O 1.625 0.121 -0.319
P -0.155 -0.040 -2.418
S -0.401 0.881 -4.103
Cl -0.425 -2.072 -2.570
H -1.069 -1.161 -0.001
H -1.349 0.256 1.047
H 0.504 1.412 0.942
H 0.257 -0.140 2.763
H 1.807 0.130 2.541
H 1.087 -1.274 1.903
H -1.530 1.353 -1.393
*
```

> The highest energy relative to the best compared isomer or geometry (same formula, charge and spin) belongs to which entry?

C3H7ClNO3P

> The highest strongest force on any atom belongs to which entry?

C3H7ClNO3P

> Among the records above, which one has the lowest energy relative to the best compared isomer or geometry (same formula, charge and spin)?

C3H7ClO